[1]
DFT (ωB97M-V/def2-TZVPD) results for a structure of composition C14H36Br2F6N3O11S2V at a distorted geometry.

Geometry as XYZ:
```
75
Properties=species:S:1:pos:R:3:forces:R:3:lowdin_charge:R:1
Br -1.694 1.097 -2.472 -0.014 -0.251 0.716 0.07
Br -1.411 -3.967 -0.176 0.016 0.882 -0.120 0.18
V -1.514 -1.391 -1.127 1.255 -0.186 -0.373 0.47
S 0.916 -2.629 -3.463 -1.250 -0.802 0.603 0.53
S -3.843 -2.676 -3.515 -1.464 -0.599 0.054 0.50
F 3.269 -1.664 -4.247 0.191 -0.025 0.409 0.13
F -2.237 -1.479 -5.209 -0.053 0.396 -0.040 0.12
F 1.580 -0.386 -4.625 0.055 -0.006 -0.013 0.13
F -3.923 -0.248 -4.551 0.054 0.243 -0.130 0.09
F 2.321 -0.538 -2.615 0.412 -0.256 0.145 0.11
F -4.206 -1.823 -6.008 -0.199 0.031 0.062 0.13
O 1.654 -5.280 2.437 -0.218 -0.634 -0.669 -0.16
O -5.236 -2.422 -3.193 0.665 0.258 0.038 -0.31
O -2.669 -0.943 -0.158 0.133 0.568 0.704 -0.44
O -2.908 -2.275 -2.455 0.369 0.696 -0.043 -0.47
O -0.262 -1.972 -2.922 0.176 0.400 -0.204 -0.41
O -4.233 3.549 -1.115 0.140 -0.695 -0.078 -0.21
O -3.573 -3.990 -4.028 0.340 0.306 -0.260 -0.28
O -0.081 -0.894 -0.490 -1.899 -0.225 -0.105 -0.51
O 2.216 2.946 1.036 0.129 0.315 0.347 -0.23
O 1.567 -3.445 -2.438 0.691 0.274 -0.919 -0.34
O 0.687 -3.277 -4.718 0.730 0.391 -0.028 -0.24
N 2.191 3.782 3.439 -0.267 -0.877 -0.304 0.23
N -2.907 1.980 0.613 0.102 0.851 0.627 0.21
N 1.751 -4.026 -0.064 1.900 -0.347 0.144 0.14
C -2.928 3.481 0.838 0.751 -0.766 0.561 -0.30
C -4.123 4.105 0.159 -0.896 -0.169 -0.359 -0.22
C 1.747 2.324 -0.166 -0.998 0.232 -0.195 -0.05
C 2.362 -3.328 1.114 1.339 -0.724 -0.689 -0.33
C -3.538 -1.469 -4.905 0.559 -0.966 0.455 -0.67
C 1.733 -3.888 2.365 -1.036 1.232 1.159 -0.22
C -1.579 4.025 0.367 -0.742 0.591 -0.163 -0.04
C 2.829 2.005 1.902 -0.919 -0.285 -1.470 -0.19
C 2.351 -1.833 0.869 -0.543 0.429 -0.210 -0.04
C 3.255 2.757 3.130 1.159 -0.578 0.925 -0.31
C 2.110 -1.237 -3.739 -0.974 0.166 -0.698 -0.65
C 3.521 1.876 4.352 -0.016 0.334 -0.042 -0.03
C 2.887 -5.932 2.611 1.176 0.919 1.109 -0.10
C -5.491 3.773 -1.742 0.603 0.979 -0.028 -0.06
H 1.981 -5.017 0.011 -0.711 -0.100 0.318 0.15
H 1.389 -1.538 0.431 0.188 -0.022 -0.037 0.03
H -5.485 3.321 -2.728 0.072 -0.415 0.182 0.10
H 2.655 1.335 4.736 -0.107 -0.081 -0.310 0.09
H 3.907 2.476 5.179 0.098 0.011 -0.047 0.09
H 2.489 -1.161 1.719 0.135 -0.542 0.482 0.06
H 2.205 -3.787 -0.991 -1.058 0.570 0.645 0.11
H 2.051 4.332 2.583 -0.077 0.156 0.085 0.16
H 3.399 -3.673 1.037 0.090 0.124 0.372 0.13
H 2.870 -6.995 2.395 -0.457 0.057 -0.346 0.09
H 3.623 1.532 1.313 0.510 0.060 0.696 0.15
H 1.342 3.097 -0.816 0.449 0.173 -0.071 0.10
H 0.869 1.715 0.055 0.250 -0.592 -0.005 0.08
H 0.724 -3.890 -0.130 -0.534 -0.105 -0.266 -0.08
H 2.360 4.325 4.283 0.250 0.192 -0.153 0.18
H -2.978 1.762 -0.385 0.165 -0.535 -0.962 0.02
H 4.299 1.168 4.072 -0.069 -0.123 0.100 0.10
H -3.612 1.485 1.157 -0.133 -0.192 -0.335 0.17
H -4.064 5.197 0.071 0.322 0.026 0.360 0.14
H 3.708 -5.430 2.083 -0.175 -0.325 -0.545 0.08
H -6.308 3.420 -1.111 -0.097 -0.066 -0.118 0.09
H -5.019 3.889 0.763 -0.052 -0.037 -0.070 0.13
H 1.339 3.236 3.589 -0.172 0.264 -0.021 0.17
H 3.239 -5.824 3.650 -0.352 -0.166 0.131 0.09
H -1.692 5.111 0.379 0.237 0.029 -0.150 0.09
H 2.149 -3.481 3.301 0.750 -0.011 -0.306 0.13
H 3.133 -1.570 0.155 -0.061 -0.083 -0.135 0.09
H -1.994 1.672 0.942 -0.033 -0.615 -0.387 0.14
H -0.723 3.790 1.000 -0.103 -0.359 0.032 0.06
H -3.048 3.519 1.923 0.068 0.647 0.001 0.14
H -1.417 3.693 -0.661 0.192 0.012 0.023 0.07
H 0.720 -3.470 2.437 -0.217 -0.574 -0.388 0.13
H 2.532 1.755 -0.664 -0.040 -0.033 0.015 0.10
H -5.554 4.856 -1.911 -0.475 -0.025 0.100 0.09
H 2.124 1.181 2.098 -0.073 0.164 0.386 0.13
H 4.192 3.280 2.941 -0.238 0.415 -0.195 0.16
```
Forces are in eV/Å.

Results
**LUMO energy**: -2.26 eV
**HOMO-LUMO gap**: 5.26 eV
**Multiplicity**: 1
**Charge**: 0


[2]
DFT (ωB97M-V/def2-TZVPD) results for a structure of composition C14H36BrF6N3O11S2V at a distorted geometry.

Geometry as XYZ:
```
74
Properties=species:S:1:pos:R:3:forces:R:3:lowdin_spin:R:1
Br 10.220 -13.796 10.639 -0.771 1.255 -0.920 0.00
V 9.855 -11.362 9.192 1.982 0.568 -1.736 -0.01
S 8.779 -8.593 7.089 0.379 1.407 -0.933 0.00
S 6.989 -9.874 11.204 1.737 -0.922 2.478 -0.05
F 11.136 -7.687 6.566 1.682 -0.524 0.059 0.00
F 10.316 -6.791 8.353 -0.015 0.649 -0.084 0.00
F 9.649 -6.233 6.272 -0.068 0.296 1.232 0.00
F 8.582 -9.825 13.510 -1.589 -1.988 -1.083 0.00
F 7.491 -11.813 13.027 1.162 0.209 -0.056 0.00
F 6.446 -10.185 13.972 1.682 -0.244 -1.837 0.00
O 11.054 -10.746 4.099 -2.358 -2.109 0.072 0.00
O 6.994 -8.399 11.181 -0.203 -0.656 -0.141 0.53
O 10.776 -10.512 10.102 0.708 -0.374 0.400 0.01
O 7.476 -8.071 7.346 -0.014 -0.039 0.695 0.00
O 9.548 -18.065 8.923 -0.794 1.587 1.046 0.00
O 10.780 -11.853 7.949 -1.821 0.316 1.802 0.00
O 11.771 -13.111 14.150 1.862 2.668 -1.177 0.00
O 8.082 -10.461 10.459 0.160 -0.016 -0.394 0.21
O 5.734 -10.460 10.863 -0.995 0.289 -0.093 0.33
O 8.949 -9.154 5.770 0.095 -0.621 -0.606 0.00
O 9.378 -9.457 8.110 -0.084 -1.848 1.725 0.00
N 8.199 -15.686 8.396 0.438 0.286 -2.018 0.00
N 8.510 -11.705 4.630 0.041 0.004 0.548 0.00
N 13.359 -11.378 12.333 -0.923 0.340 0.991 0.00
C 9.243 -12.653 2.462 0.780 -0.300 -0.450 0.00
C 12.467 -10.864 13.508 1.906 -0.833 1.523 0.00
C 9.585 -19.422 9.445 0.002 0.741 -1.599 0.00
C 9.163 -17.826 7.552 1.005 -1.237 1.955 0.00
C 11.333 -11.767 13.843 -0.851 -1.926 -1.000 0.00
C 9.499 -12.626 3.985 -1.002 0.044 -0.967 0.00
C 12.222 -10.220 4.678 0.273 0.186 -1.640 0.00
C 10.071 -7.184 7.123 -2.212 -1.104 -1.415 0.00
C 10.885 -12.146 4.374 -0.117 1.484 0.506 0.00
C 12.112 -9.446 13.224 -0.451 -0.048 -0.411 0.00
C 7.453 -10.511 13.075 -1.993 2.892 0.853 -0.01
C 10.465 -15.681 7.101 -0.830 -0.479 0.942 0.00
C 9.048 -16.317 7.232 1.712 -1.478 1.012 0.00
C 10.967 -14.085 14.700 -0.799 -0.660 0.600 0.00
H 7.319 -16.170 8.506 -0.458 -0.169 -0.116 0.00
H 11.006 -16.079 6.242 -0.494 0.101 -0.305 0.00
H 9.294 -13.559 4.510 0.388 -0.463 -0.627 0.00
H 9.115 -11.686 1.975 0.276 0.421 0.590 0.00
H 9.692 -19.359 10.528 0.171 0.037 -0.302 0.00
H 8.598 -15.588 9.318 1.268 -0.602 0.593 0.00
H 11.458 -9.380 12.354 0.187 0.118 -0.267 0.00
H 10.186 -14.420 14.018 -0.208 0.077 -0.029 0.00
H 13.197 -10.897 14.318 0.014 0.076 0.234 0.00
H 10.044 -18.261 7.080 -0.567 0.065 -1.426 0.00
H 12.814 -11.492 11.490 -0.253 0.119 -0.660 0.00
H 10.551 -13.778 15.660 -0.272 0.121 0.034 0.00
H 14.059 -10.655 12.245 0.265 0.273 -0.602 0.00
H 13.059 -8.931 13.063 -0.382 0.625 0.047 0.00
H 10.645 -11.352 14.580 0.361 0.146 0.326 0.00
H 10.417 -19.893 8.921 0.194 -0.395 0.526 0.00
H 7.686 -11.483 4.090 -0.122 0.196 -0.410 0.00
H 8.195 -12.011 5.540 -0.148 -0.339 0.227 0.00
H 10.945 -12.143 5.462 0.359 -0.988 0.276 0.00
H 8.052 -14.718 8.148 -0.524 0.360 -0.175 0.00
H 11.993 -9.170 4.496 1.187 0.163 0.360 0.00
H 11.619 -14.934 14.910 -0.007 0.028 -0.096 0.00
H 12.950 -10.691 4.018 1.112 0.914 0.237 0.00
H 10.403 -14.593 7.063 0.284 0.029 0.039 0.00
H 8.685 -19.974 9.174 -0.221 0.061 0.129 0.00
H 11.623 -12.770 3.870 0.233 -0.052 0.169 0.00
H 8.236 -18.385 7.426 -0.099 0.063 -0.773 0.00
H 8.576 -16.267 6.251 -0.866 0.506 0.467 0.00
H 10.803 -11.740 12.891 -0.878 -0.619 -0.193 0.00
H 11.058 -16.030 7.946 -0.020 0.481 0.257 0.00
H 8.436 -13.234 2.014 -0.276 -0.370 0.880 0.00
H 11.523 -9.033 14.043 0.438 0.123 0.149 0.00
H 9.020 -10.865 4.865 0.239 1.788 -0.043 0.00
H 10.149 -13.067 2.018 0.035 -0.009 -0.100 0.00
H 12.502 -10.457 5.705 -0.790 -0.106 0.286 0.00
H 13.857 -12.239 12.511 -0.148 -0.599 0.420 0.00
```
Forces are in eV/Å.

Results
**LUMO energy (spin up / spin down)**: -6.16 / -10.12 eV
**HOMO-LUMO gap (spin up / spin down)**: 8.30 / 4.33 eV
**Multiplicity**: 2
**Charge**: +2
**Expectation value of S²**: 0.77


[3]
DFT (ωB97M-V/def2-TZVPD) results for a structure of composition C14H36Cl2O4P3Tb at a distorted geometry.

Geometry as XYZ:
```
60
Properties=species:S:1:pos:R:3:forces:R:3:lowdin_spin:R:1
Tb 1.565 -0.025 -1.376 2.214 -0.172 0.439 6.22
Cl 2.757 -0.219 -3.610 -0.640 0.058 0.356 -0.02
Cl 3.142 0.108 0.532 -0.149 0.034 -0.280 -0.04
P -0.059 -0.106 1.016 -2.137 -0.306 3.368 -0.01
P 0.816 2.554 -1.558 0.104 0.968 0.600 -0.03
P 1.036 -2.682 -1.284 0.353 -0.797 0.231 -0.04
O 0.117 -1.312 2.164 0.138 0.930 -1.616 0.00
O -1.899 -0.759 -2.252 5.287 2.122 -2.322 -0.02
O -1.626 0.144 0.590 -0.398 0.740 -0.260 0.00
O 0.157 1.225 1.892 0.497 -0.904 -1.194 0.00
C -2.794 0.952 1.212 0.650 -0.751 0.942 0.00
C 0.373 -2.728 4.162 0.684 0.110 -0.045 0.00
C 0.410 3.223 -3.172 -0.091 0.202 -0.427 0.00
C -0.739 -0.151 -4.360 2.260 1.002 0.459 -0.01
C -1.014 -0.390 -2.945 -7.257 -2.812 1.800 -0.03
C 2.742 -3.091 -0.729 0.164 0.271 -0.051 -0.01
C -0.753 1.980 3.845 -0.396 -0.073 0.349 0.00
C 2.497 3.153 -1.111 0.225 -0.171 -0.183 0.00
C -0.576 -1.937 3.309 -0.635 0.446 -0.371 0.00
C 0.838 -3.463 -2.898 -0.038 -0.286 -0.367 0.00
C -0.290 3.268 -0.341 -0.423 0.281 0.146 0.00
C 0.488 1.381 3.291 0.989 0.346 -0.630 0.00
C -0.083 -3.465 -0.124 -0.397 -0.263 0.132 -0.01
C -3.933 1.264 0.279 0.015 -0.251 -0.693 0.00
H -3.732 2.032 -0.469 0.336 -0.016 0.001 0.00
H -1.534 1.240 3.704 -0.346 -0.101 0.289 0.00
H -1.289 2.855 -0.487 -0.121 0.164 -0.104 0.00
H 2.890 -2.815 0.318 -0.262 -0.095 -0.060 0.00
H 0.010 2.944 0.656 0.157 0.109 -0.156 0.00
H -0.316 4.359 -0.386 -0.024 -0.069 -0.072 0.00
H -3.125 0.267 1.997 -0.109 0.220 -0.074 0.00
H 1.084 2.842 -3.935 0.288 0.017 0.023 0.00
H 1.110 -2.092 4.639 0.150 0.212 0.023 0.00
H 1.057 -4.530 -2.861 -0.045 -0.037 0.001 0.00
H 3.235 2.474 -1.558 0.070 0.240 -0.102 0.00
H -1.550 0.101 -5.014 -1.294 -0.057 0.392 0.00
H 3.463 -2.479 -1.284 -0.036 -0.181 -0.110 0.00
H 0.790 0.417 3.714 -0.125 0.249 0.003 0.00
H 1.358 2.055 3.253 -0.302 -0.235 0.498 0.00
H 0.005 -4.550 -0.144 0.002 -0.094 -0.066 0.00
H -1.352 -2.588 2.899 -0.004 0.145 -0.052 0.00
H -0.589 2.911 -3.468 -0.256 0.098 0.103 0.00
H 0.452 4.308 -3.173 -0.019 0.129 -0.044 0.00
H -0.131 -3.255 4.966 -0.429 0.057 0.006 0.00
H 2.712 4.174 -1.453 -0.231 -0.254 -0.030 0.00
H -0.177 -3.332 -3.268 -0.226 -0.121 0.115 0.00
H 1.491 -2.998 -3.637 0.224 0.019 0.154 0.00
H -1.051 -1.143 3.888 -0.048 -0.038 -0.037 0.00
H -2.495 1.895 1.704 0.684 -0.660 -0.435 0.00
H -1.101 -3.180 -0.379 -0.207 -0.105 -0.104 0.00
H 2.675 3.095 -0.032 -0.309 -0.007 -0.137 0.00
H -0.696 2.244 4.890 0.070 0.120 0.274 0.00
H -4.778 1.659 0.850 0.215 -0.087 0.279 0.00
H -1.043 2.840 3.245 0.112 0.240 0.184 0.00
H 3.006 -4.145 -0.869 -0.237 0.100 -0.085 0.00
H 0.081 -3.104 0.890 0.271 0.005 -0.153 0.00
H -0.040 0.671 -4.368 0.557 0.299 -0.405 0.00
H 0.919 -3.482 3.605 0.008 -0.088 -0.288 0.00
H -0.201 -1.001 -4.731 0.466 -0.667 -0.140 0.00
H -4.309 0.387 -0.235 0.002 -0.234 -0.079 0.00
```
Forces are in eV/Å.

Results
**LUMO energy (spin up / spin down)**: -10.29 / -10.32 eV
**HOMO-LUMO gap (spin up / spin down)**: 5.02 / 4.99 eV
**Multiplicity**: 7
**Charge**: +2
**Expectation value of S²**: 12.83


Number 1: M 811.3 u. Number 2: M 731.4 u. Number 3: M 591.2 u.